Here is a cluster of 8 separate species, C32H58N2O12S6 in total from OMol25. Energies are from wB97M-V/def2-TZVPD.

Properties
Orbital gap (eV): 8.16
HOMO level (eV): -7.926
Energy relative to the best compared isomer or geometry (same formula, charge and spin) (eV): 5.829
Maximum force (eV Å⁻¹): 3.86
E (eV): -126677.7968
Structure (SMILES): O=S1(=O)CCCC1.O=S1(=O)CCCC1.O=S1(=O)CCCC1.O=S1(=O)CCCC1.O=S1(=O)CCCC1.O=S1(=O)CCCC1.c1cc[nH]c1.c1cc[nH]c1
LUMO (eV): 0.2

```
110
C32H58N2O12S6 (wB97M-V/def2-TZVPD)
C -11.0147 1.3929 -0.1851
C -9.8262 1.0797 0.7715
C -9.0287 -0.1215 0.2517
S -9.3530 0.0390 -1.6687
O -10.0505 -1.0712 -2.2668
O -8.1725 0.4364 -2.3988
C -10.4389 1.5031 -1.6517
H -11.7944 2.0738 0.1563
H -11.6081 0.4786 -0.1955
H -10.2993 1.1373 1.7518
H -9.1908 1.9405 0.9802
H -9.2605 -1.1649 0.4653
H -7.9447 -0.0226 0.3082
H -11.1720 1.3126 -2.4356
H -10.0015 2.4578 -1.9438
C 6.9671 -5.0940 -0.4145
C 6.4285 -6.0251 0.6896
C 7.5627 -6.7539 1.3536
S 8.6872 -5.3460 1.5646
O 10.0690 -5.7795 1.4942
O 8.2880 -4.7272 2.8435
C 8.2295 -4.3231 0.0534
H 6.1917 -4.4297 -0.7960
H 7.3387 -5.6757 -1.2580
H 5.7865 -6.8124 0.2946
H 5.8760 -5.2686 1.2468
H 8.0888 -7.2802 0.5571
H 7.4994 -7.3002 2.2947
H 9.0771 -4.5601 -0.5897
H 8.1775 -3.2479 0.2243
C -8.0762 -7.7573 -3.0039
C -7.7964 -7.4123 -1.5532
C -6.2973 -7.5594 -1.2849
S -5.5355 -6.7511 -2.8415
O -4.3570 -7.5843 -3.2031
O -5.3745 -5.2996 -2.6897
C -7.0381 -7.0923 -3.9055
H -9.1038 -7.5062 -3.2668
H -7.8895 -8.8200 -3.1584
H -8.4389 -7.9853 -0.8846
H -8.1389 -6.3963 -1.3570
H -6.0955 -8.6302 -1.2592
H -5.8994 -7.1279 -0.3663
H -6.8254 -7.6081 -4.8419
H -7.4431 -6.1286 -4.2141
C 7.0338 5.8202 2.4464
C 7.5592 4.7797 1.4480
C 7.8444 5.2418 0.0862
S 7.8198 7.0666 0.2279
O 6.5223 7.5817 -0.2658
O 9.1501 7.6730 -0.1270
C 7.6787 7.1267 2.0666
H 7.2344 5.5237 3.4760
H 5.9491 5.8621 2.3469
H 7.0653 3.8156 1.3270
H 8.5703 4.4783 1.7219
H 7.0675 4.9669 -0.6271
H 8.8670 5.0251 -0.2229
H 7.1002 7.9879 2.4011
H 8.6418 7.3284 2.5355
C -0.8673 2.5448 -0.4419
C 0.4487 2.5870 0.4118
C 0.8737 1.1917 0.8948
S -0.0883 -0.0990 -0.0113
O -0.5304 -1.1406 0.8641
O 0.6466 -0.4166 -1.2772
C -1.4675 1.1204 -0.4369
H -0.5863 2.8405 -1.4527
H -1.5505 3.3894 -0.3532
H 0.2801 3.2437 1.2653
H 1.1815 3.0753 -0.2307
H 0.4434 1.1494 1.8954
H 1.9153 0.8888 1.0012
H -2.1256 1.2371 0.4242
H -2.1597 0.7989 -1.2150
C 9.6679 0.5664 8.5921
C 8.7363 0.1205 9.7556
C 7.5689 -0.6619 9.1755
S 7.0072 0.4999 7.7883
O 6.4361 1.6850 8.3669
O 6.3463 -0.3621 6.8070
C 8.8081 0.8894 7.3266
H 10.4442 -0.1419 8.3027
H 10.1426 1.5055 8.8763
H 8.3685 0.9926 10.2963
H 9.3643 -0.5476 10.3450
H 6.7707 -0.9496 9.8599
H 8.0393 -1.5385 8.7302
H 8.8091 1.9421 7.0438
H 9.1390 0.2587 6.5015
N -4.1984 -1.8514 -7.6484
C -2.9516 -1.7701 -8.0735
C -2.9447 -1.6001 -9.4337
C -4.2577 -1.8009 -9.8576
C -5.0146 -2.0155 -8.7944
H -4.4723 -1.9922 -6.6865
H -2.1899 -1.6166 -7.3233
H -2.0382 -1.3041 -9.9408
H -4.6299 -1.7182 -10.8681
H -6.0816 -2.1288 -8.6714
N -6.9187 7.7191 -2.3636
C -6.1961 7.9294 -3.5492
C -4.9660 8.4485 -3.1937
C -4.9006 8.5048 -1.8102
C -6.1122 8.1488 -1.2697
H -7.8586 7.3730 -2.2335
H -6.7074 7.6928 -4.4705
H -4.1669 8.7665 -3.8470
H -3.9666 8.7719 -1.3383
H -6.3964 8.3070 -0.2398
```

=====

Here is a cluster of 15 separate species, C40H90Cl20O10 in total from OMol25. Energies are from wB97M-V/def2-TZVPD.

Properties
Orbital gap (eV): 9.87
HOMO level (eV): -9.449
Maximum force (eV Å⁻¹): 2.73
E (eV): -313858.8301
LUMO (eV): 0.4

```
160
C40H90Cl20O10 (wB97M-V/def2-TZVPD)
Cl -19.8588 -19.2071 -5.0594
C -19.6250 -17.5475 -4.2773
C -18.7765 -17.7567 -3.1155
Cl -18.4296 -16.1327 -2.3206
H -20.5783 -17.1746 -4.0290
H -19.1679 -16.8975 -5.0135
H -17.7781 -18.1321 -3.3615
H -19.2552 -18.3787 -2.3286
Cl -22.0957 -20.8959 1.0956
C -23.2794 -21.7357 0.0385
C -23.6160 -20.8965 -1.2249
Cl -22.1780 -20.6439 -2.2395
H -24.1319 -21.9419 0.6460
H -22.7653 -22.6300 -0.2831
H -24.0351 -19.9371 -0.9331
H -24.3445 -21.4269 -1.8123
Cl -27.4510 -18.7226 2.6794
C -27.5268 -17.3657 1.5003
C -28.5462 -16.2975 1.8567
Cl -28.1276 -15.4251 3.3630
H -27.7703 -17.7780 0.5435
H -26.4895 -17.0094 1.5069
H -29.4659 -16.8836 2.0158
H -28.5677 -15.5345 1.1002
Cl -20.8854 -13.6954 2.3605
C -19.8654 -12.5580 1.4269
C -19.0795 -13.2763 0.3275
Cl -17.9926 -12.0653 -0.4818
H -19.1636 -12.1629 2.1769
H -20.5161 -11.7980 0.9740
H -19.5693 -13.7572 -0.5264
H -18.3365 -13.9775 0.6644
Cl -23.3420 -17.2813 -5.7636
C -24.1225 -17.9084 -4.2556
C -25.6027 -17.7849 -4.2656
Cl -26.3708 -18.9645 -5.3822
H -23.6654 -17.4067 -3.3993
H -23.8659 -18.9366 -4.1111
H -25.9149 -16.8191 -4.6060
H -25.9643 -17.9976 -3.2250
Cl -25.6132 -14.2459 0.9177
C -25.7885 -13.1622 2.3404
C -24.8926 -13.7354 3.4720
Cl -25.3274 -12.7617 4.8885
H -26.8089 -13.1557 2.7097
H -25.4671 -12.1462 2.0734
H -23.8346 -13.6734 3.2185
H -25.1523 -14.7778 3.6689
Cl -29.9427 -21.3674 -3.0047
C -28.3178 -20.8680 -2.5683
C -28.1969 -20.8422 -1.0587
Cl -26.5358 -20.3528 -0.6397
H -28.0553 -19.8942 -2.9098
H -27.7116 -21.6596 -3.0110
H -28.3386 -21.8816 -0.7465
H -28.9153 -20.1425 -0.5929
Cl -22.4093 -12.6349 -2.1746
C -21.6285 -12.2255 -3.6688
C -20.5613 -13.2621 -4.0879
Cl -20.0537 -13.0740 -5.8180
H -21.1516 -11.2330 -3.6069
H -22.3782 -12.2369 -4.4722
H -20.9416 -14.2747 -3.8907
H -19.6531 -13.2278 -3.4749
Cl -18.7159 -16.7703 2.4179
C -17.5294 -16.4148 3.6903
C -17.7671 -14.9846 4.1715
Cl -16.7984 -14.6354 5.6143
H -16.5364 -16.6705 3.2998
H -17.7779 -17.1111 4.5086
H -18.8086 -14.8871 4.5324
H -17.5643 -14.2639 3.4049
Cl -22.2229 -16.1266 -1.6451
C -21.5471 -16.5480 0.0089
C -22.6751 -16.5126 1.0124
Cl -24.1426 -17.4409 0.4201
H -20.7790 -15.7862 0.2618
H -21.0372 -17.5088 -0.1150
H -23.0390 -15.4917 1.2068
H -22.3961 -17.0083 1.9374
C -26.3063 -18.4943 5.8086
O -24.9448 -18.8447 5.9791
C -24.2573 -19.1920 4.8120
C -23.8030 -18.0486 3.9225
O -22.8304 -17.1751 4.5087
C -21.8629 -17.9171 5.2823
H -26.3749 -17.5477 5.2717
H -26.6521 -18.3020 6.8572
H -26.8583 -19.3617 5.3964
H -24.8534 -19.8901 4.1637
H -23.3858 -19.7701 5.1990
H -24.6607 -17.4527 3.6103
H -23.4653 -18.4817 2.9693
H -21.4007 -18.7327 4.6873
H -22.2696 -18.3349 6.2135
H -20.9787 -17.3082 5.4889
C -15.5895 -15.0204 0.6410
O -16.2407 -14.2781 1.6510
C -15.6391 -13.0101 1.8874
C -14.2146 -13.0265 2.4895
O -14.1245 -14.1127 3.3519
C -13.1034 -13.9545 4.3604
H -15.4209 -14.5393 -0.3325
H -16.2109 -15.8748 0.4064
H -14.6834 -15.4442 1.0647
H -16.2488 -12.5603 2.6578
H -15.5222 -12.4145 0.9384
H -14.0638 -12.0156 2.9426
H -13.4068 -13.1533 1.7353
H -13.4054 -13.3986 5.2320
H -12.2888 -13.5123 3.7846
H -12.8038 -14.9595 4.6644
C -14.5829 -18.7901 2.8081
O -15.2967 -18.5708 1.5907
C -16.2790 -19.5642 1.2689
C -16.7363 -19.2374 -0.1231
O -17.4884 -20.2641 -0.7206
C -18.7450 -20.2901 -0.0451
H -13.6480 -18.2273 2.7480
H -14.3630 -19.8828 2.9283
H -15.1634 -18.5454 3.6901
H -17.1154 -19.5514 1.9835
H -15.8034 -20.5677 1.1719
H -15.8249 -19.1713 -0.7284
H -17.3606 -18.2872 -0.2235
H -19.2961 -20.9853 -0.6698
H -19.1713 -19.2941 -0.0507
H -18.6228 -20.6065 0.9893
C -27.3782 -15.5655 -2.0195
O -27.8689 -16.9108 -2.0476
C -29.1731 -16.8836 -2.5008
C -29.4562 -16.7809 -3.9954
O -29.1219 -15.4853 -4.3706
C -29.2212 -15.2533 -5.8159
H -28.1821 -15.0297 -1.4888
H -27.1591 -15.1546 -2.9922
H -26.4681 -15.5161 -1.4109
H -29.7661 -16.1160 -1.9906
H -29.5087 -17.8763 -2.1398
H -30.5007 -17.1087 -4.1806
H -28.8996 -17.5549 -4.5191
H -29.0386 -14.2083 -5.8716
H -30.2058 -15.5333 -6.0937
H -28.5240 -15.8404 -6.3604
C -26.4858 -24.5177 0.6778
O -25.3601 -23.8629 1.2607
C -25.4557 -23.6500 2.7224
C -26.0590 -22.3537 3.1032
O -26.1699 -22.1540 4.4529
C -25.1785 -22.5055 5.3494
H -26.1896 -25.0041 -0.2581
H -27.3024 -23.8526 0.4130
H -26.8866 -25.3487 1.2983
H -24.4222 -23.7926 3.0999
H -26.0274 -24.4961 3.1126
H -27.0800 -22.2574 2.7213
H -25.5346 -21.5106 2.7017
H -25.3681 -21.9546 6.2902
H -24.1890 -22.2340 4.9586
H -25.1545 -23.5950 5.5898
```

=====

Here is the ion HO5S2 with charge -1 from OMol25. Energies are from wB97M-V/def2-TZVPD.

Properties
Orbital gap (alpha / beta) (eV): 5.76 / 6.87
HOMO level (alpha / beta) (eV): -1.928 / -5.596
Charge: -1
Energy relative to the best compared isomer or geometry (same formula, charge and spin) (eV): 2.291
Maximum force (eV Å⁻¹): 3.01
E (eV): -31921.4244
2S+1: 3
LUMO (alpha / beta) (eV): 3.8 / 1.3

```
8
HO5S2 (wB97M-V/def2-TZVPD)
O -2.0803 -0.5227 0.1336
O -1.7244 1.8202 -0.6797
O 0.8648 -1.7279 1.2893
O 0.5784 0.7637 0.1995
O 2.0347 -1.1784 -0.7999
S -1.4341 0.8079 0.3699
S 0.7439 -1.2357 -0.0776
H 1.0170 1.2729 -0.4350
```

=====

Here is a structure of composition C6H13N2S from OMol25. Energies are from wB97M-V/def2-TZVPD.

Properties
Orbital gap (eV): 8.71
HOMO level (eV): -11.924
Charge: +1
Energy relative to the best compared isomer or geometry (same formula, charge and spin) (eV): 3.965
Maximum force (eV Å⁻¹): 3.55
E (eV): -20238.5147
LUMO (eV): -3.2

```
22
C6H13N2S (wB97M-V/def2-TZVPD)
C 1.1761 1.1057 0.0919
C -1.2849 -1.4897 0.4041
C -2.6045 0.3357 1.3535
C -1.3552 0.5875 -0.8405
C 3.0698 -0.6471 -1.2477
C 2.1283 0.7450 0.9200
N 0.3924 1.4208 -0.7624
N -1.6835 -0.0839 0.2500
S 3.4573 -0.3433 0.4826
H -0.2150 -1.6160 0.2852
H -1.6097 -1.7617 1.4719
H -1.8334 -2.2652 -0.1664
H -2.7594 1.3944 1.1796
H -3.5913 -0.2003 1.2135
H -2.1771 0.1806 2.4654
H -0.9938 -0.0510 -1.7485
H -1.8494 1.4805 -1.0668
H 0.4466 2.3261 -1.2731
H 4.1364 -0.8026 -1.5840
H 2.5322 0.0892 -1.8782
H 2.5750 -1.5955 -1.4541
H 2.0430 1.1909 1.9042
```

=====

Here is a cluster of 2 separate species, C4H8ClN4 in total from OMol25. Energies are from wB97M-V/def2-TZVPD.

Properties
Orbital gap (eV): 8.14
HOMO level (eV): -12.816
Charge: +1
Energy relative to the best compared isomer or geometry (same formula, charge and spin) (eV): 3.608
Maximum force (eV Å⁻¹): 5.33
E (eV): -22751.0651
LUMO (eV): -4.7

```
17
C4H8ClN4 (wB97M-V/def2-TZVPD)
C -1.7986 1.9421 0.9420
C -2.0315 1.0359 1.9978
C -0.9461 1.6779 -0.0444
C -0.4467 -0.4970 1.3118
N -1.3656 -0.1183 2.1723
N -0.1697 0.2111 0.1768
N 0.7928 -0.1506 -0.6511
N 2.2791 -2.0469 -1.6040
Cl -0.6237 2.3563 -1.5670
H -2.3050 2.8708 1.0309
H -2.8247 1.2509 2.5931
H 0.0129 -1.4712 1.5266
H 0.9576 0.6486 -1.2986
H 1.5470 -0.9885 -0.8791
H 3.2715 -2.2935 -1.6560
H 1.9917 -1.5550 -2.4500
H 1.6590 -2.8726 -1.6011
```

=====

Here is the ion C6H6N3 with charge +1 from OMol25. Energies are from wB97M-V/def2-TZVPD.

Properties
Orbital gap (eV): 8.91
HOMO level (eV): -13.401
Charge: +1
Energy relative to the best compared isomer or geometry (same formula, charge and spin) (eV): 1.203
Maximum force (eV Å⁻¹): 4.73
E (eV): -10780.4540
Structure (SMILES): c1cc[n+]2cncn2c1
LUMO (eV): -4.5

```
15
C6H6N3 (wB97M-V/def2-TZVPD)
C -2.0074 -1.2020 -0.5633
C -2.2783 0.6511 0.3261
C 1.5626 -0.4574 -0.2206
C 1.3919 0.8046 0.3817
C 0.5439 -1.2186 -0.6293
C 0.1464 1.3268 0.6176
N -2.9571 -0.3743 -0.0966
N -0.7010 -0.7583 -0.3021
N -0.9270 0.5340 0.3193
H -1.9335 -2.2285 -0.9553
H -2.8147 1.4183 0.8812
H 2.6124 -0.5863 -0.5267
H 2.1749 1.4131 0.4585
H 0.7176 -2.2758 -1.0595
H -0.0603 2.2939 1.1799
```

=====

Here is the ion C3H6NO2 with charge -1 from OMol25. Energies are from wB97M-V/def2-TZVPD.

Properties
Orbital gap (eV): 6.37
HOMO level (eV): -2.243
Charge: -1
Energy relative to the best compared isomer or geometry (same formula, charge and spin) (eV): 2.622
Maximum force (eV Å⁻¹): 1.07
E (eV): -8792.5946
Structure (SMILES): [O-]/C=C/NCO
LUMO (eV): 4.1

```
12
C3H6NO2 (wB97M-V/def2-TZVPD)
O 0.8197 -1.7346 2.3258
C 0.0653 -1.1781 1.4748
C 0.4043 -0.9103 0.1626
N -0.5226 -0.2686 -0.7537
C -0.3922 1.1849 -0.9186
O 0.6351 1.7376 -0.1275
H -0.9299 -0.8850 1.8767
H 1.1672 -1.5324 -0.2880
H 0.7518 1.0837 0.5981
H -0.5292 -0.6532 -1.6877
H -1.3375 1.6690 -0.7116
H -0.1320 1.4870 -1.9509
```

=====

Here is a structure of composition C19H44NO2P2PrS from OMol25. Energies are from wB97M-V/def2-TZVPD.

Properties
Orbital gap (alpha / beta) (eV): 6.33 / 6.56
HOMO level (alpha / beta) (eV): -13.080 / -13.243
Charge: +2
Energy relative to the best compared isomer or geometry (same formula, charge and spin) (eV): 0.828
Maximum force (eV Å⁻¹): 5.98
E (eV): -69468.0239
2S+1: 3
LUMO (alpha / beta) (eV): -6.8 / -6.7

```
70
C19H44NO2P2PrS (wB97M-V/def2-TZVPD)
Pr 0.7344 -0.0808 0.8106
P 0.4883 -2.1694 -1.3790
P 0.4619 2.8087 0.7408
N 1.2964 0.7587 -1.5198
C 1.2576 -1.3975 -2.8306
H 2.1539 -2.0425 -3.0777
H 0.5885 -1.5680 -3.6927
C 1.7552 0.0481 -2.7058
H 2.8915 0.0479 -2.7480
H 1.3633 0.5312 -3.6673
C 1.2729 2.2135 -1.9364
H 0.2461 2.4279 -2.3460
H 1.9681 2.4522 -2.7846
C 1.5523 3.1484 -0.7866
H 1.4722 4.2078 -1.0786
H 2.5990 2.9131 -0.4901
C 1.4173 3.6700 2.0196
C 2.4790 2.7181 2.5780
H 3.1641 2.3208 1.8179
H 2.0253 1.8839 3.1325
H 3.0898 3.2681 3.2950
C -0.9976 3.8015 0.2518
C -2.1963 3.4495 1.1527
H -3.1160 3.4584 0.5571
H -2.3295 4.1795 1.9608
H -2.1178 2.4497 1.6008
C -1.1508 -2.7722 -2.0417
C -1.8919 -3.6843 -1.0501
H -2.9080 -3.8578 -1.4254
H -1.9873 -3.2055 -0.0612
H -1.3858 -4.6609 -0.9333
C 1.5474 -3.6561 -0.9366
C 1.2277 -4.1296 0.4987
H 1.8786 -4.9975 0.7041
H 0.1661 -4.4397 0.5748
H 1.4411 -3.3499 1.2533
C 3.0652 -0.9674 0.2641
O 4.1406 -1.2226 -0.1020
C -0.6886 5.3031 0.1985
H 0.3545 5.5614 0.4019
H -0.9059 5.6979 -0.7988
H -1.3125 5.8689 0.9024
C -1.1240 -3.3887 -3.4497
H -1.9975 -4.0430 -3.5944
H -1.1681 -2.6341 -4.2425
H -0.2407 -3.9997 -3.6366
C 1.4841 -4.7935 -1.9615
H 2.1834 -5.5710 -1.6157
H 0.4895 -5.2544 -2.0071
H 1.8129 -4.4871 -2.9683
C 0.5073 4.2214 3.1126
H -0.1831 3.4560 3.4951
H 1.1367 4.5520 3.9399
H -0.0765 5.0867 2.7885
H 1.9135 4.4928 1.4936
H 2.5564 -3.2173 -0.9708
H -1.2545 3.4776 -0.7726
H -1.7115 -1.8239 -2.1403
H -0.7666 0.5747 -1.7798
H -1.3328 0.7617 -2.3116
C -2.0705 -1.8344 4.1840
S -2.1264 -1.9711 2.3652
C -3.7169 -1.1709 2.1038
O -1.0893 -0.8933 1.9171
H -2.6137 -2.7094 4.5907
H -2.5732 -0.9078 4.4888
H -1.0205 -1.8284 4.5030
H -4.4808 -1.9604 2.0735
H -3.9505 -0.4809 2.9257
H -3.6972 -0.6402 1.1465
```

=====

Here is a cluster of 2 separate species, C4H11N3O2 in total from OMol25. Energies are from wB97M-V/def2-TZVPD.

Properties
Orbital gap (eV): 9.95
HOMO level (eV): -9.528
Energy relative to the best compared isomer or geometry (same formula, charge and spin) (eV): 1.085
Maximum force (eV Å⁻¹): 2.68
E (eV): -12891.7450
Structure (SMILES): [H]/N=C(\N)NC.CC(=O)O
LUMO (eV): 0.4

```
20
C4H11N3O2 (wB97M-V/def2-TZVPD)
C 0.3245 -2.1672 -1.4182
C 0.9635 0.1590 -1.8006
N -0.0206 0.5781 -1.0965
N 1.1495 -1.1484 -2.0913
N 2.1346 0.9080 -1.9617
H -0.6364 -0.1392 0.2929
H -0.2702 1.5475 -1.2213
H 2.0756 -1.4976 -2.2789
H 2.8026 0.7144 -2.6914
H 1.9518 1.8896 -1.8252
H -0.4987 -2.4822 -2.0583
H -0.1156 -1.8033 -0.5062
H 0.9760 -2.9853 -1.1725
C -0.0807 1.0768 2.7655
C -1.3512 0.4406 2.2181
O -1.2112 -0.2607 1.1058
O -2.3793 0.4821 2.8240
H -0.2409 2.1508 2.8376
H 0.8316 0.8099 2.2362
H -0.0306 0.7195 3.7842
```